The following is a quantum chemistry calculation of a cluster of 10 separate species, C40H110N10O10 in total in a non-equilibrium geometry, from OMol25.

Properties
Lowest unoccupied orbital energy = 0.586 eV
Energy above the lowest of the compared OMol25 structures with the same formula, charge and spin = 0.728 eV
Highest occupied orbital energy = -0.3155 Eh
HOMO-LUMO gap = 9.17 eV
Calculated total energy = -2889.78440 hartree

Each line ends with the Löwdin charge.
Element x y z (Å)
1 H 5.07 25.43 -20.51  0.0896
2 H 4.16 31.23 -22.82  0.0596
3 H 4.50 29.60 -27.46  0.0325
4 H 6.93 34.19 -20.75  0.1228
5 O 1.73 23.66 -22.43  -0.1754
6 H 6.07 27.48 -21.43  0.1193
7 H 1.03 25.53 -21.87  0.0979
8 H 6.75 23.44 -26.52  0.0723
9 H 3.12 31.30 -28.41  0.0806
10 N 2.46 33.05 -16.68  0.0327
11 H 3.81 27.47 -29.90  0.1266
12 H 3.47 32.07 -24.26  0.0796
13 H 4.11 30.60 -29.72  0.0768
14 C 5.18 32.76 -27.24  -0.2203
15 H 9.63 35.28 -19.79  0.0873
16 H 5.81 26.65 -22.93  0.1296
17 N 5.69 35.55 -24.01  0.0605
18 H 8.82 30.43 -21.43  0.0592
19 H 4.22 30.15 -19.77  0.0794
20 N 1.96 26.82 -19.11  0.0759
21 H 6.13 32.55 -22.30  0.0434
22 H 0.41 26.27 -17.04  0.1377
23 H 6.38 26.84 -26.27  0.0783
24 H 2.25 21.91 -24.39  0.1384
25 H 6.05 29.79 -27.20  0.0443
26 C 5.31 27.34 -22.21  -0.2269
27 N 5.18 30.29 -27.15  0.0764
28 H 3.12 33.21 -17.43  0.0634
29 C 1.01 25.41 -17.38  -0.2257
30 H 6.91 23.92 -28.20  0.0678
31 H 9.06 24.49 -22.95  0.0630
32 H 10.57 24.90 -23.18  0.0610
33 C 3.53 24.52 -29.49  -0.0565
34 H 1.21 24.80 -16.49  0.1290
35 O 4.30 33.27 -22.79  -0.2301
36 O 3.66 30.97 -17.96  -0.1867
37 H 9.75 31.94 -21.34  0.0819
38 H 3.21 34.38 -24.15  0.1308
39 C 2.38 22.98 -24.61  -0.4157
40 H 9.70 34.65 -18.14  0.0869
41 H 5.82 32.22 -24.87  0.0654
42 H 3.95 32.36 -29.55  0.0752
43 C 9.63 26.08 -21.84  -0.4138
44 H 7.61 25.89 -21.25  0.1073
45 O 0.27 24.77 -18.39  -0.2049
46 H 1.37 24.43 -20.62  0.0560
47 H 7.20 31.38 -25.67  0.0863
48 H 3.49 29.81 -16.23  0.1218
49 H 6.16 31.45 -28.60  0.1443
50 H 8.27 25.89 -18.19  0.0888
51 H 5.07 35.53 -22.04  0.1322
52 H 4.63 24.81 -22.04  0.0812
53 H 4.18 22.92 -23.45  0.0755
54 C 7.61 32.17 -20.99  -0.4273
55 O 3.35 27.95 -27.97  -0.2519
56 H 4.44 22.88 -25.22  0.0703
57 H 3.12 37.10 -22.38  0.0770
58 C 2.10 28.29 -27.42  -0.0990
59 H 4.49 29.26 -22.37  0.1149
60 H 3.37 37.00 -24.09  0.0815
61 C 2.30 25.92 -17.98  -0.4345
62 H 2.83 27.10 -19.55  0.0502
63 H 7.47 22.33 -27.64  0.0752
64 H 4.25 26.64 -17.26  0.0721
65 H 2.62 32.08 -22.70  0.0984
66 H 3.82 32.16 -15.46  0.1404
67 C 9.22 27.14 -22.87  -0.0572
68 C 8.68 25.39 -26.52  -0.2407
69 C 3.31 27.02 -29.04  -0.1800
70 H 2.78 34.65 -22.45  0.1321
71 H 4.29 28.97 -18.38  0.0734
72 C 4.26 25.50 -21.26  -0.0989
73 C 4.06 25.71 -28.70  -0.4221
74 H 2.91 27.62 -16.75  0.0607
75 H 3.15 26.10 -16.02  0.0832
76 H 4.44 27.54 -24.89  0.0658
77 H 1.99 30.28 -17.01  0.1285
78 H 4.61 37.78 -23.13  0.0775
79 H 7.90 27.78 -25.98  0.0822
80 O 6.41 33.08 -26.64  -0.1588
81 H 3.87 26.25 -26.73  0.0386
82 H 2.66 24.08 -29.00  0.0705
83 H 2.32 22.36 -26.57  0.0810
84 C 3.62 34.45 -23.13  -0.2107
85 C 3.81 29.85 -18.81  -0.1053
86 H 8.59 34.04 -21.32  0.1270
87 N 4.01 25.41 -27.27  0.0660
88 C 0.92 24.46 -21.61  -0.1211
89 H 3.30 24.82 -30.52  0.0785
90 H 7.00 31.77 -20.18  0.1413
91 C 7.98 26.83 -18.68  -0.1154
92 H 3.91 29.24 -24.71  0.0566
93 H 3.35 25.10 -20.84  0.0544
94 H 9.66 25.77 -26.20  0.1273
95 H 7.54 32.45 -23.02  0.0530
96 N 6.29 29.05 -23.60  0.0835
97 H 4.37 32.68 -26.50  0.1179
98 H 8.34 35.65 -18.65  0.0878
99 C 3.61 32.10 -23.17  -0.0928
100 H 9.22 24.13 -28.11  0.1383
101 H -1.39 23.60 -18.65  0.0860
102 H 1.51 27.39 -27.17  0.0908
103 H 10.57 26.41 -21.40  0.1384
104 H 7.02 28.05 -27.41  0.0689
105 C 1.41 23.80 -23.79  -0.2132
106 H 8.10 25.27 -25.58  0.1171
107 H 6.12 29.96 -24.02  0.0412
108 H 5.35 35.53 -24.97  0.0746
109 H 1.07 23.33 -26.19  0.0713
110 C 4.03 31.41 -29.01  -0.0582
111 H 2.81 25.04 -18.41  0.1356
112 C 3.20 26.60 -17.00  -0.0607
113 H 8.67 27.94 -22.37  0.0501
114 H -1.56 24.94 -17.44  0.0911
115 O 7.99 26.24 -27.40  -0.1678
116 H 1.52 28.89 -28.12  0.0904
117 C 7.41 23.39 -27.39  -0.0561
118 H 0.90 31.16 -15.18  0.0772
119 H 7.41 32.90 -24.85  0.0711
120 H 9.18 31.11 -19.89  0.0773
121 H 2.30 28.82 -26.49  0.0747
122 O 8.39 33.67 -19.31  -0.1702
123 C 5.03 28.57 -23.05  -0.4435
124 C 3.91 36.95 -23.12  -0.0697
125 H 2.79 29.51 -19.04  0.0821
126 H 8.58 26.75 -23.67  0.0551
127 C 3.84 23.30 -24.41  -0.0624
128 O 4.11 26.80 -21.75  -0.1722
129 H 9.75 22.25 -26.71  0.0677
130 H 1.50 24.86 -24.08  0.1348
131 N 6.99 32.00 -22.29  0.0779
132 C 2.86 31.88 -15.89  -0.4356
133 H 3.10 28.03 -23.75  0.0811
134 H 6.93 29.26 -22.84  0.0483
135 C 7.87 33.62 -20.60  -0.2375
136 C 3.01 30.64 -16.77  -0.2360
137 H 6.13 34.64 -23.90  0.0399
138 H 4.33 23.79 -29.53  0.0727
139 C 4.06 28.29 -24.19  -0.0459
140 C 6.71 32.34 -25.49  -0.1385
141 H 10.49 23.59 -26.04  0.0629
142 N 9.62 23.15 -26.29  0.0403
143 H 2.27 26.75 -29.26  0.1219
144 C 7.29 27.25 -26.72  -0.1056
145 H 4.90 33.59 -27.90  0.1230
146 H 2.20 30.94 -14.07  0.0805
147 N 2.06 23.20 -26.05  0.0264
148 H 6.89 26.81 -18.81  0.0743
149 C 4.60 35.61 -23.03  -0.4432
150 C 8.91 31.39 -20.92  -0.0501
151 H 5.12 25.86 -28.93  0.1205
152 H -0.14 24.19 -21.58  0.0983
153 H 0.39 23.43 -24.00  0.1295
154 C 8.59 25.92 -20.74  -0.2281
155 H 1.52 26.20 -19.79  0.0241
156 C 9.03 34.86 -18.97  -0.1118
157 H 1.58 32.55 -14.29  0.0779
158 H 8.22 27.63 -17.98  0.0885
159 C 5.21 31.47 -28.05  -0.4092
160 H 8.73 24.97 -20.23  0.1258
161 O 8.64 27.04 -19.89  -0.1786
162 C 8.76 24.00 -27.11  -0.4585
163 C -0.90 24.18 -17.88  -0.0995
164 H 10.09 27.57 -23.36  0.0800
165 H 1.59 32.86 -17.18  0.0734
166 H 4.02 24.38 -24.42  0.0722
167 N 9.90 24.74 -22.43  0.0376
168 H -0.63 23.44 -17.11  0.0893
169 C 1.82 31.64 -14.83  -0.0820
170 H 3.36 24.68 -27.01  0.0197